Below is a 2-piece molecular cluster, C5H15N2O overall at a distorted geometry, with properties calculated with wB97M-V/def2-TZVPD.

Summary:
HOMO energy ... -11.138 eV
Energy relative to the best compared isomer or geometry (same formula, charge and spin) ... 1.2296 eV
E_tot ... -384.0058 hartree
F_max ... 2.8 eV Å⁻¹
HOMO-LUMO gap ... 8.13 eV

The geometry in ORCA input format:
```
! wB97M-V def2-TZVPD RIJCOSX def2/J DEFGRID3
* xyz 1 1
O 2.0822 -3.0097 -0.8430
N -0.1004 -1.5847 0.1353
N 1.7525 3.3671 -0.0981
C 0.6294 2.6643 0.1891
C -0.9834 -0.4007 -0.2267
C -2.4284 -0.7651 -0.3613
C -0.7884 0.6932 0.8445
C 0.5100 1.4334 0.7169
H -1.6980 1.2908 0.7164
H 2.6867 -3.1734 -1.5900
H -3.2303 -0.0391 -0.3993
H 2.6333 2.9530 0.1662
H 2.3843 -3.6637 -0.1975
H -0.3238 -2.4840 -0.3017
H -0.5682 -0.0917 -1.1926
H 0.8293 -1.4444 -0.2803
H -2.7065 -1.3519 -1.2663
H 1.7700 4.3048 -0.4328
H -2.7319 -1.3377 0.5417
H -0.7869 0.3272 1.8998
H 1.4304 0.8976 0.9387
H -0.0685 -1.7546 1.1422
H -0.2934 3.1693 -0.1011
*
```

Atom-resolved charges from Mulliken, all expressed in e: -0.64, -0.34, -0.41, 0.00, 0.31, -1.54, -0.71, -0.60, 0.39, 0.32, 0.41, 0.19, 0.31, 0.38, 0.32, 0.42, 0.37, 0.20, 0.38, 0.33, 0.26, 0.37, 0.29